Computed, not measured: a cluster of 8 separate species, H16O8 in total, with ωB97M-V/def2-TZVPD.

```
! wB97M-V def2-TZVPD RIJCOSX def2/J DEFGRID3
* xyz 0 1
H 1.31360 -0.19566 1.10227
H -0.06945 0.34625 0.78050
H 2.99907 -2.79668 1.82294
H 4.42478 -3.28554 2.01894
H -4.33460 0.09414 0.57200
H -5.37074 -0.06803 1.67207
H -1.26656 -1.29755 -1.21051
H -0.44447 -2.39950 -1.85850
H 2.53328 2.88453 -1.26399
H 2.21468 4.31389 -0.85724
H -3.51011 -1.53515 -0.73346
H -4.25404 -2.85949 -0.68128
H -0.90868 5.13517 0.59628
H -1.51231 3.78638 0.95190
H 4.00552 -1.57536 -1.54025
H 4.00434 -0.18142 -0.93445
O 0.56522 -0.32647 0.50915
O 3.91345 -2.57766 1.61098
O -5.07515 -0.46019 0.84272
O -0.52848 -1.89409 -1.04211
O 2.94885 3.69688 -0.95356
O -3.61871 -2.36512 -1.21131
O -1.73757 4.64382 0.57367
O 3.70808 -1.08315 -0.76678
*
```

## Properties
**HOMO level**: -10.51 eV
**LUMO**: -0.0096 Eh
**Gap between HOMO and LUMO**: 10.25 eV

***

Computed, not measured: a cluster of 8 separate species, H16O8 in total at a distorted geometry, with ωB97M-V/def2-TZVPD.

```
! wB97M-V def2-TZVPD RIJCOSX def2/J DEFGRID3
* xyz 0 1
O -8.18445 2.23505 -21.07721
H -7.83195 2.53821 -20.24051
H -7.41831 1.93300 -21.56509
O -10.24007 2.86471 -23.05691
H -9.83603 2.88703 -23.92436
H -9.50361 2.78101 -22.45122
O -13.02310 -1.02816 -20.49451
H -12.31026 -1.66682 -20.48007
H -13.48964 -1.20766 -21.31082
O -8.97619 1.06305 -17.73183
H -9.87702 1.21253 -18.01888
H -9.05681 0.80227 -16.81437
O -12.55960 -1.04210 -17.77461
H -12.96221 -0.88638 -18.62895
H -11.83035 -1.63457 -17.95737
O -11.34277 1.75909 -20.46783
H -10.93597 1.79148 -21.33368
H -11.92579 1.00083 -20.50481
O -13.70964 3.51740 -19.61719
H -13.89129 4.20299 -20.25999
H -13.10247 2.92609 -20.06208
O -10.55259 3.57167 -18.80621
H -10.86627 2.91735 -19.43046
H -9.60205 3.57458 -18.91891
*
```

## Properties
**HOMO level**: -10.26 eV
**LUMO**: 0.0002 Eh
**Gap between HOMO and LUMO**: 10.27 eV

***

Computed, not measured: a cluster of 8 separate species, H16O8 in total at a distorted geometry, with ωB97M-V/def2-TZVPD.

```
! wB97M-V def2-TZVPD RIJCOSX def2/J DEFGRID3
* xyz 0 1
H -1.76163 1.27313 -0.36591
H -0.54328 2.32527 -0.28225
H -2.03939 -0.96829 -0.37685
H -3.01745 -0.62238 -1.47478
H -0.77937 1.10962 1.49081
H -0.75475 0.95741 2.99933
H -0.92566 -1.19970 1.49799
H -0.39517 -2.22575 0.49945
H -0.51249 -0.66985 -2.00894
H 0.80491 -1.26575 -1.42637
H 1.33063 0.52114 1.78662
H 1.85596 1.00380 0.39332
H 0.93139 0.91381 -1.35342
H 1.70606 2.28222 -1.85072
H 1.70961 -1.03941 0.35979
H 2.36989 -2.42857 -0.03301
O -1.34305 1.97932 0.21870
O -2.14808 -0.36391 -1.14463
O -0.48203 0.48585 2.23254
O -1.24749 -1.87212 0.82563
O 0.50567 -0.53937 -2.00650
O 2.02366 0.36448 1.11772
O 1.18922 1.91172 -1.05694
O 1.52285 -1.93268 -0.04158
*
```

## Properties
**HOMO level**: -11.35 eV
**LUMO**: 0.0196 Eh
**Gap between HOMO and LUMO**: 11.88 eV

***

Computed, not measured: a cluster of 8 separate species, H16O8 in total at a distorted geometry, with ωB97M-V/def2-TZVPD.

```
! wB97M-V def2-TZVPD RIJCOSX def2/J DEFGRID3
* xyz 0 1
H -0.16564 0.30770 -1.90802
H -0.47685 -0.78323 -0.89655
H -1.71637 3.88729 -0.34696
H -0.47235 3.31413 -1.00572
H -2.56944 -0.29950 1.14295
H -3.40228 -0.25474 2.41355
H 3.16134 -2.13824 0.60722
H 4.32325 -3.04304 0.98318
H -5.16704 -2.45077 0.18212
H -4.19333 -1.54725 -0.55652
H 0.06846 0.61357 0.71913
H 1.57301 0.65677 0.93008
H 1.69797 -0.60584 -1.93885
H 2.04618 -1.65351 -0.89426
H 3.34614 1.41854 0.37114
H 2.28791 2.06948 1.24662
O -0.28034 0.15804 -0.96280
O -1.39830 3.51835 -1.17865
O -2.49259 -0.20450 2.09901
O 3.80614 -2.74501 0.22636
O -4.98186 -2.08515 -0.69025
O 0.81778 1.21975 0.72594
O 1.47396 -1.49906 -1.65432
O 2.71426 2.14621 0.38562
*
```

## Properties
**HOMO level**: -10.35 eV
**LUMO**: -0.0081 Eh
**Gap between HOMO and LUMO**: 10.13 eV

***

Computed, not measured: a cluster of 8 separate species, H16O8 in total at a distorted geometry, with ωB97M-V/def2-TZVPD.

```
! wB97M-V def2-TZVPD RIJCOSX def2/J DEFGRID3
* xyz 1 2
O 0.09340 -1.82596 -3.10003
H -0.24907 -1.12826 -3.65874
H 0.54455 -1.36657 -2.39176
O -3.97206 -1.10244 -0.94771
H -4.24475 -0.27923 -0.54252
H -3.38439 -1.50234 -0.30665
O 2.24961 1.67216 -0.86372
H 2.62607 0.93076 -0.38954
H 2.22000 2.37921 -0.21917
O 2.72914 -0.45641 0.99825
H 3.22019 -0.97859 1.63262
H 2.54687 0.36548 1.45376
O -0.35416 1.65524 -1.50424
H -0.49303 0.94405 -0.87883
H 0.59709 1.75041 -1.55211
O -0.21214 -0.31213 0.15795
H -0.94242 -0.81528 0.51817
H 0.51957 -0.49580 0.74710
O 1.95447 1.97115 1.81879
H 1.09183 1.68375 2.11793
H 2.20763 2.65544 2.43837
O -2.70098 -1.66449 1.28195
H -2.56096 -2.60464 1.39482
H -3.48646 -1.47551 1.79530
*
```

## Properties
**HOMO level (alpha / beta)**: -13.81 / -13.80 eV
**LUMO (alpha / beta)**: -0.1261 / -0.3774 Eh
**Gap between HOMO and LUMO (alpha / beta)**: 10.38 / 3.53 eV

***

Computed, not measured: a structure of composition H16O8Pb at a distorted geometry, with ωB97M-V/def2-TZVPD.

```
! wB97M-V def2-TZVPD RIJCOSX def2/J DEFGRID3
* xyz 2 1
Pb -0.16898 0.19211 -0.10773
O -0.33427 -1.32185 2.16946
H -0.14887 -2.26427 2.25644
H -0.98842 -1.30214 2.84863
O -1.10231 -2.05234 -0.84631
H -0.59546 -2.79269 -0.51892
H -0.91897 -2.14913 -1.78423
O -1.24700 0.66862 -2.32339
H -0.74306 1.23971 -2.88438
H -2.13414 1.05609 -2.44568
O 1.19404 2.10390 -0.95117
H 1.31122 2.58179 -1.78311
H 1.83264 2.59068 -0.36282
O 0.22261 1.67783 1.81297
H 0.04451 2.60024 2.10954
H 0.96188 1.29179 2.22651
O 1.95936 -0.19349 0.79071
H 2.02239 -0.97360 1.41715
H 2.50546 0.59275 1.03884
O 1.19433 -0.89861 -1.82526
H 1.67578 -1.52782 -1.22801
H 1.18350 -1.31081 -2.68157
O -2.40021 0.04437 0.68063
H -2.46791 0.80120 1.25854
H -2.85814 -0.65431 1.13317
*
```

## Properties
**HOMO level**: -16.74 eV
**LUMO**: -0.2408 Eh
**Gap between HOMO and LUMO**: 10.19 eV